# 1
This record from the OMol25 dataset describes a molecular structure, C21H30BrF15ILiMgN9NaO5P2S at a distorted geometry. The level of theory is the ωB97M-V functional and the def2-TZVPD basis.

Calculated values
max |F|	7.00	eV Å⁻¹
calculated total energy	-7507.42976	a.u.
LUMO	-4.45	eV

Structure (ORCA input):
```
! wB97M-V def2-TZVPD RIJCOSX def2/J DEFGRID3
* xyz 0 1
F -1.4718 -5.4754 3.9531
C -2.2580 -6.2011 3.1772
F -3.2570 -5.4507 2.6182
C -1.5232 -7.0525 2.0710
F -0.6335 -7.8118 2.7214
F -2.5278 -7.7894 1.5071
C -0.8482 -6.2423 0.9367
C -0.3889 -6.9445 -0.2114
N 0.1623 -6.4070 -1.2862
C 0.2448 -5.0744 -1.1428
C 0.8300 -4.2943 -2.2171
I 1.5887 -5.2156 -3.9808
C 0.9602 -2.8255 -2.1393
S 1.7312 -1.9667 -3.4803
C 0.4776 -2.1442 -1.0066
C 0.5477 -0.5779 -0.8625
F -0.3249 -0.0277 -1.7569
F 0.1215 -0.1706 0.3808
C 1.9679 0.0635 -1.0381
F 2.0644 0.7280 -2.2041
F 2.9264 -0.8711 -0.8681
C -0.0907 -2.9506 0.0163
C -0.2027 -4.3608 -0.0360
N -0.7744 -4.9454 1.0433
H -2.7567 -6.9163 3.8557
H -0.5141 -8.0297 -0.2158
H 0.7338 -1.3317 -4.1635
H 2.0893 0.8198 -0.2467
H -0.4857 -2.4913 0.9303
F 0.8280 -5.5038 2.9730
Na 0.9894 -1.9314 2.2480
N 2.6683 -0.9810 6.3831
O 2.1407 -1.3552 5.3499
O 1.9417 -0.3459 7.2736
O 3.8216 -1.2508 6.6496
Mg -1.2214 -3.4173 -2.8831
Br 1.7896 -2.4767 8.0176
F -3.2738 0.0558 5.7699
P -1.6275 0.0759 5.9810
F -1.6121 -1.2744 5.0438
F -0.5373 1.2474 6.2914
F -1.5778 0.9123 4.5691
F -0.6158 -0.9251 6.7975
F -2.2661 0.4396 7.4834
C 2.4441 -3.3168 -7.8931
O 1.8155 -3.0211 -6.8922
N 3.5023 -2.5777 -8.3416
N 2.1428 -4.4138 -8.6508
H 4.0322 -2.8034 -9.1614
H 3.7515 -1.7654 -7.8090
H 1.3704 -4.9792 -8.3507
H 2.6457 -4.6759 -9.4768
Li -3.7008 -0.8272 7.7652
C 5.3988 1.9327 -1.3196
C 6.7098 1.6386 -0.7343
N 7.7459 1.4061 -0.2719
H 5.4697 2.8045 -1.9669
H 5.0555 1.0817 -1.9056
H 4.6782 2.1353 -0.5290
O -3.6736 6.2987 -1.1318
P -2.7116 5.1715 -0.8057
N -2.6837 5.4227 0.8964
C -1.5303 5.5261 1.7656
C -3.9358 5.2149 1.6157
N -1.3586 5.8934 -1.6304
C -0.3171 6.6215 -0.9359
C -1.7051 6.6316 -2.8429
N -1.8098 3.7029 -0.6604
C -2.4239 2.5878 0.0521
C -0.5282 3.3465 -1.2580
H -0.8018 4.7188 1.6149
H -1.8164 5.4818 2.8163
H -1.0285 6.4874 1.6409
H -4.1104 4.1515 1.8269
H -4.7834 5.5800 1.0317
H -3.9581 5.7618 2.5588
H -0.7030 7.5252 -0.4444
H 0.4657 6.9266 -1.6358
H 0.1921 5.9971 -0.2005
H -2.0894 7.6352 -2.6229
H -2.4601 6.0976 -3.4187
H -0.8266 6.7317 -3.4870
H -2.1753 2.6282 1.1192
H -2.0855 1.6248 -0.3296
H -3.5095 2.5989 -0.0460
H 0.2929 3.6102 -0.5820
H -0.3626 3.8199 -2.2207
H -0.4593 2.2751 -1.4511
*
```

# 2
This record from the OMol25 dataset describes 3 unconnected molecules or ions with the total composition C21H30BrF6N5O11P at a distorted geometry. The level of theory is the ωB97M-V functional and the def2-TZVPD basis.

Calculated values
max |F|	5.00	eV Å⁻¹
calculated total energy	-5433.95309	a.u.
LUMO	-3.76	eV

Structure (ORCA input):
```
! wB97M-V def2-TZVPD RIJCOSX def2/J DEFGRID3
* xyz 1 1
C 5.9651 1.0117 -0.0349
C 4.9919 0.6603 -1.2124
O 4.7755 -0.4908 -1.4646
O 4.3844 1.7222 -1.9164
C 3.5947 1.2343 -3.0024
O 4.0418 0.7750 -3.9924
C 2.0196 1.3861 -2.7974
C 1.7600 1.3417 -1.2647
N 1.5363 0.1391 -0.6078
C 1.3540 0.4319 0.7560
N 1.1485 -0.4407 1.7251
C 1.0659 -1.8898 1.3146
C 0.1985 -2.7536 2.3370
C 0.0978 -4.2020 1.6984
F 1.1101 -4.4603 0.7961
F 0.1748 -5.1301 2.7194
F -1.1024 -4.4122 1.0515
N 1.0081 -0.1425 3.0844
C 2.0778 -0.4174 3.7282
O 3.0266 -0.4416 4.3497
N 1.4312 1.8335 0.9050
P 1.2579 2.9453 2.2788
O 2.4110 2.5630 3.4701
Br -0.7216 2.5968 3.3277
N 1.6964 2.3516 -0.3174
C 1.9216 3.7460 -0.7595
C 0.5995 4.6004 -0.9757
C -0.7020 3.7589 -1.1252
F -0.6701 2.9066 -2.2176
F -1.0836 3.1067 0.0327
F -1.7392 4.6512 -1.3969
H 6.5935 0.1197 0.2165
H 6.6305 1.8927 -0.2855
H 5.3911 1.3018 0.8900
H 1.6885 2.3772 -3.2198
H 1.4874 0.5165 -3.2790
H 2.1231 -2.2502 1.2087
H 0.5515 -2.0040 0.3135
H -0.8068 -2.3021 2.5289
H 0.8166 -2.8904 3.2707
H 3.2652 2.6823 3.0049
H 2.5653 3.7688 -1.6800
H 2.5185 4.2548 0.0556
H 0.5340 5.3990 -0.1866
H 0.7305 5.1515 -1.9572
C -6.0651 4.8484 4.5198
C -6.8187 4.1381 3.4132
O -6.6236 4.7911 2.1507
C -5.4527 4.5544 1.5527
O -4.5681 3.8458 1.9711
O -5.4153 5.2624 0.4160
C -4.1736 5.1732 -0.2776
H -6.3298 5.9081 4.5457
H -6.2934 4.4025 5.4892
H -4.9864 4.7939 4.3632
H -7.8890 4.1781 3.6188
H -6.5412 3.0839 3.3473
H -3.8900 4.1358 -0.4499
H -3.3968 5.6955 0.2840
H -4.2930 5.6635 -1.2429
C -0.4918 -6.9911 -0.7361
C -1.2675 -7.6692 -1.8474
O -1.0374 -7.0247 -3.1076
C 0.1301 -7.3119 -3.6970
O 0.9774 -8.0551 -3.2709
O 0.2065 -6.6069 -4.8342
C 1.4499 -6.7478 -5.5203
H -0.7117 -5.9230 -0.7119
H -0.7438 -7.4270 0.2324
H 0.5848 -7.0902 -0.8865
H -2.3367 -7.5852 -1.6483
H -1.0336 -8.7339 -1.9117
H 1.6925 -7.7968 -5.6911
H 2.2448 -6.2578 -4.9547
H 1.3542 -6.2529 -6.4859
*
```